No. 1
C4H9N2O | wB97M-V/def2-TZVPD

XYZ file:
```
16
Properties=species:S:1:pos:R:3:forces:R:3
C -0.85850 -1.97823 -0.09549 -1.925 -1.049 -3.973
C -1.32845 0.49217 0.21225 -0.187 -1.314 0.609
C -0.29692 2.63986 -0.18010 -2.011 0.999 -0.322
C 2.52947 -1.45049 0.29790 4.261 -1.296 -2.032
N -1.20218 -0.64875 0.31984 0.695 -0.199 0.309
N -1.48443 1.75034 0.24841 -2.025 2.648 0.379
O 1.50253 -0.89839 0.17819 -1.633 1.716 0.492
H 0.20861 -2.19193 0.01096 -0.944 0.150 0.577
H -1.03774 -1.89344 -1.29729 0.396 -0.759 2.770
H -0.04464 3.43322 0.58900 -0.637 -1.054 -0.988
H -0.53742 3.04721 -1.22206 0.465 -0.388 1.688
H 0.45934 1.90898 -0.22720 1.386 -0.434 -0.239
H 3.49613 -0.97633 -0.15096 -1.075 -0.456 1.130
H -1.56406 -2.76881 0.29492 0.853 1.192 -0.165
H 2.66267 -2.54251 0.54325 -0.375 0.678 0.488
H -2.50440 2.07707 0.47838 2.756 -0.432 -0.722
```
Forces are in eV/Å.

Gap between HOMO and LUMO: 0.3817 Eh
Energy: -342.20558 Eh
Lowest unoccupied orbital energy: -3.4292 eV
HOMO: -13.82 eV
Multiplicity: 1
Net charge: +1

These are the natural (NBO) partial charges, in e, on atoms 1 to 8:
1. C -0.4535
2. C 0.7245
3. C -0.3834
4. C 0.3221
5. N -0.2472
6. N -0.6130
7. O -0.5535
8. H 0.2800

***

No. 2
C4H9N2O2 | wB97M-V/def2-TZVPD

XYZ file:
```
17
Properties=species:S:1:pos:R:3:forces:R:3
O 0.55269 -2.44774 2.21195 0.413 -0.755 0.532
C 0.26582 -1.30503 1.91291 -3.536 -2.792 0.126
N -0.99464 -0.75098 1.96440 3.515 1.027 -3.853
C -0.96456 -0.16232 0.45773 -1.997 -0.337 2.180
C 1.43927 -0.46119 1.42862 3.588 2.999 -2.243
N 2.24853 -0.21910 0.17682 -2.744 -2.362 1.941
C -1.03161 1.34200 -2.43974 -0.820 0.719 -0.108
O -2.34524 1.25740 -2.08517 0.487 -0.352 0.530
H 2.47326 -1.16787 -0.19532 0.064 0.517 0.266
H -0.80506 0.91878 0.64099 -0.503 -0.335 -0.623
H -0.16717 -0.56901 -0.16005 -0.330 -0.061 0.024
H -1.97057 -0.40051 0.01509 0.934 0.713 0.169
H 2.12484 -0.82894 2.17712 0.574 -0.145 0.540
H 1.11272 0.51700 1.62162 0.041 1.584 0.878
H -0.25801 1.22007 -1.61602 -0.583 -0.072 -0.552
H -0.86448 2.39880 -2.81836 0.410 -0.459 -0.002
H -0.81580 0.65863 -3.29260 0.489 0.112 0.194
```
Forces are in eV/Å.

Gap between HOMO and LUMO: 0.1066 Eh
Energy: -417.52108 Eh
Lowest unoccupied orbital energy: -0.1364 eV
HOMO: -3.04 eV
Multiplicity: 1
Net charge: -1

These are the natural (NBO) partial charges, in e, on atoms 1 to 8:
1. O -0.5947
2. C 0.5744
3. N -0.3616
4. C -0.4765
5. C -0.3896
6. N -0.5046
7. C -0.2315
8. O -0.7901

***

No. 3
C4H9N2O2 | wB97M-V/def2-TZVPD

XYZ file:
```
17
Properties=species:S:1:pos:R:3:forces:R:3
N -2.12791 1.39752 -0.64905 0.608 -1.061 -0.141
C -1.25667 0.44674 -1.13468 0.751 1.584 0.479
O -1.41655 -0.10279 -2.20635 -0.282 -0.350 -0.195
C 0.08101 0.31086 -0.31024 -1.792 0.483 -1.199
N 0.18619 1.35394 0.70280 -0.984 -0.274 -0.040
C 0.17519 -1.10680 0.15571 1.853 -1.395 0.154
C 1.60416 -1.41299 0.75580 -0.734 -1.111 0.270
O 1.90274 -0.65520 1.81220 0.181 0.404 0.115
H -2.83044 1.72085 -1.28501 -0.278 0.097 0.234
H -1.87495 1.80835 0.24162 -0.032 0.201 -0.282
H 0.81938 0.52046 -1.09729 0.111 -0.529 0.057
H 0.74415 2.09787 0.31654 0.268 0.065 0.372
H 0.62225 0.92931 1.51152 0.769 -0.115 0.207
H 0.01105 -1.82517 -0.65928 0.024 0.465 -0.339
H -0.52234 -1.46899 0.91363 -0.261 0.855 0.270
H 2.38804 -1.49281 -0.05311 -0.284 0.653 -0.181
H 1.49473 -2.52116 0.98520 0.083 0.029 0.220
```
Forces are in eV/Å.

Gap between HOMO and LUMO: 0.2357 Eh
Energy: -417.82244 Eh
Lowest unoccupied orbital energy: 3.8467 eV
HOMO: -2.57 eV
SMILES: NC(=O)[C@@H](N)CC[O-]
Multiplicity: 1
Net charge: -1

These are the natural (NBO) partial charges, in e, on atoms 1 to 8:
1. N -0.8687
2. C 0.6834
3. O -0.6658
4. C -0.1342
5. N -0.8912
6. C -0.4612
7. C 0.0096
8. O -0.9619

***

No. 4
C4H9N2O2 | wB97M-V/def2-TZVPD

XYZ file:
```
17
Properties=species:S:1:pos:R:3:forces:R:3
O -0.58259 -0.47257 -0.58563 0.147 -0.011 -0.319
C 0.32362 -0.11224 0.18605 1.536 0.325 1.376
N 0.35228 0.93031 1.02409 -0.258 -1.067 0.363
C -2.70041 1.66129 0.38979 -0.180 -0.039 0.399
O -3.25136 2.40441 -0.38566 -0.182 0.030 -0.100
C 1.72628 -0.87974 0.15131 0.248 -0.596 -0.503
C 1.64636 -2.36432 0.53101 -1.351 0.265 -0.118
N 2.25913 -0.81082 -1.24789 -0.272 -0.345 0.931
H 1.09528 0.67043 1.70053 -0.359 0.851 -0.642
H -3.32206 1.01252 1.07647 0.326 0.161 -0.365
H -1.60968 1.60381 0.51450 -0.041 -0.096 0.011
H 2.46534 -0.37601 0.78049 -0.216 0.139 0.032
H 2.56181 -2.94066 0.42194 0.310 0.283 0.154
H 0.96221 -2.73621 -0.23775 -0.201 -0.474 0.220
H 1.16438 -2.54198 1.52481 0.478 0.201 -0.709
H 2.31120 0.18544 -1.43632 -0.161 -0.071 -0.425
H 1.47941 -1.20132 -1.78128 0.176 0.442 -0.304
```
Forces are in eV/Å.

Gap between HOMO and LUMO: 0.2896 Eh
Energy: -417.81282 Eh
Lowest unoccupied orbital energy: 4.1413 eV
HOMO: -3.74 eV
Multiplicity: 1
Net charge: -1

These are the natural (NBO) partial charges, in e, on atoms 1 to 8:
1. O -0.7698
2. C 0.5904
3. N -0.9473
4. C 0.2887
5. O -0.5746
6. C -0.1429
7. C -0.6243
8. N -0.8508

***

No. 5
C4H9N2O2 | wB97M-V/def2-TZVPD

XYZ file:
```
17
Properties=species:S:1:pos:R:3:forces:R:3
O 2.13764 -0.89322 0.35807 -0.115 -0.146 -0.258
C 0.82375 -0.94267 0.30812 0.743 0.758 0.967
N 0.20837 -1.09568 1.63881 -0.392 -0.524 -0.041
C 0.33162 0.42283 -0.37690 0.787 -2.148 -2.024
C 1.34248 1.51834 -0.48482 -0.583 0.827 0.007
N -0.77466 0.45555 -1.16910 0.842 0.904 1.366
C -1.95653 -0.52866 -0.70716 -0.048 -0.212 0.097
O -2.49646 -0.00609 0.36288 0.184 0.416 0.481
H 0.83633 -0.71261 2.33123 -0.058 0.214 -0.090
H -0.75131 -0.75649 1.70067 0.145 0.094 0.042
H 0.39942 -1.71496 -0.34853 -0.032 -0.193 -0.108
H 0.91420 2.38671 -0.99619 0.003 -0.208 -0.232
H 2.22145 1.14027 -0.99279 0.100 -0.001 0.131
H 1.59929 1.87286 0.51464 0.336 -0.351 0.065
H -0.71552 0.91907 -0.00506 -2.217 0.690 0.213
H -1.48175 -1.51291 -0.55674 -0.032 -0.110 -0.254
H -2.63831 -0.55232 -1.57712 0.338 -0.010 -0.362
```
Forces are in eV/Å.

Gap between HOMO and LUMO: 0.2626 Eh
Energy: -417.65982 Eh
Lowest unoccupied orbital energy: 3.5638 eV
HOMO: -3.58 eV
Multiplicity: 1
Net charge: -1

These are the Löwdin partial charges, in e, on atoms 1 to 8:
1. O -0.2314
2. C -0.6338
3. N 0.0488
4. C -0.3043
5. C -0.0484
6. N 0.1537
7. C -0.4837
8. O -0.2749

***

No. 6
C4H9N2O2 | wB97M-V/def2-TZVPD

XYZ file:
```
17
Properties=species:S:1:pos:R:3:forces:R:3
C 0.26538 0.14649 -0.37212 -0.130 1.140 -0.231
N 1.47765 -0.34761 -0.95659 0.489 -0.375 -0.413
C 2.34985 0.54411 -1.54425 -0.169 -0.431 0.597
O 2.89386 -0.05058 -2.57288 0.262 0.207 -0.386
O 2.54341 1.66482 -1.15447 0.171 0.338 -0.242
C -0.65216 -0.98117 -0.02651 -0.033 -1.271 2.039
N -2.14455 -0.38617 0.79671 2.397 -2.287 0.873
C -1.47402 0.45693 1.74016 -0.640 2.368 0.538
H -0.17631 0.89732 -1.03930 -0.330 -0.262 -0.199
H 0.54728 0.76091 0.48640 -0.069 -0.467 0.095
H 1.52103 -1.28703 -1.31650 -0.055 -0.177 0.043
H -1.03256 -1.61606 -0.83075 0.477 0.062 -0.231
H -0.26301 -1.58862 0.78304 0.229 -0.258 -0.195
H -1.91584 -0.47622 -0.17463 -2.307 2.626 -2.111
H -0.50920 0.14191 2.13581 -0.087 -0.642 0.098
H -1.29313 1.50909 1.46171 0.033 -0.115 -0.526
H -2.13769 0.61189 2.58417 -0.237 -0.457 0.250
```
Forces are in eV/Å.

Gap between HOMO and LUMO (spin up / spin down): 0.3616 / 0.2260 Eh
<S²>: 0.76
Energy: -417.60007 Eh
Lowest unoccupied orbital energy (spin up / spin down): 0.5145 / -3.1728 eV
HOMO (spin up / spin down): -9.32 / -9.32 eV
Multiplicity: 2

These are the natural (NBO) partial charges, in e, on atoms 1 to 8:
1. C -0.2735
2. N -0.5752
3. C 0.8053
4. O -0.2465
5. O -0.5911
6. C -0.3060
7. N -0.6005
8. C -0.4550

***

No. 7
C4H9N2O2 | wB97M-V/def2-TZVPD

XYZ file:
```
17
Properties=species:S:1:pos:R:3:forces:R:3
O 0.94924 0.03268 1.50301 2.873 -1.921 -0.368
C 0.97542 -0.00382 0.08146 -0.501 0.771 0.318
O 2.24386 -0.00026 -0.49951 -4.134 -5.546 -1.116
C 0.20606 -1.31596 -0.25960 1.268 0.516 -2.871
N -1.20380 -1.16370 0.08131 1.035 0.859 0.625
C -1.77686 0.01708 0.22140 -3.270 -1.057 0.444
N -1.19661 1.15495 0.02521 0.428 0.457 -1.056
C 0.19000 1.22799 -0.40783 0.730 2.389 1.797
H 1.65092 -0.72190 1.66377 -1.930 2.154 0.447
H 2.82517 0.64699 -0.35050 2.993 4.430 1.456
H 0.24228 -1.38412 -1.39161 0.150 -0.422 1.185
H 0.68115 -2.23170 0.18205 -0.619 1.001 -0.253
H -1.60561 -1.99078 0.45785 -0.911 -0.291 0.241
H -2.90727 0.03100 0.47266 2.111 -0.088 -0.333
H -1.70276 2.00479 -0.21737 -0.453 -0.534 0.686
H 0.55358 2.21772 0.12694 -0.080 -2.170 -0.987
H 0.21154 1.45518 -1.46915 0.310 -0.548 -0.214
```
Forces are in eV/Å.

Gap between HOMO and LUMO: 0.4185 Eh
Energy: -417.54870 Eh
Lowest unoccupied orbital energy: -3.3116 eV
HOMO: -14.70 eV
SMILES: OC1(O)CNC=[NH+]C1
Multiplicity: 1
Net charge: +1

These are the natural (NBO) partial charges, in e, on atoms 1 to 8:
1. O -0.7050
2. C 0.4820
3. O -0.7030
4. C -0.2714
5. N -0.5159
6. C 0.3954
7. N -0.5079
8. C -0.2801

***

No. 8
C4H9N2O4 | wB97M-V/def2-TZVPD

XYZ file:
```
19
Properties=species:S:1:pos:R:3:forces:R:3
C -0.99540 -0.05156 -2.18316 -0.564 0.021 -0.720
C -0.43191 -1.19902 -1.30780 -0.989 -1.682 0.612
C -0.25476 1.00980 -0.27895 1.357 -0.157 0.964
C 1.59027 0.24848 3.09943 -2.461 -0.059 0.413
N -0.51199 1.14107 -1.58918 -0.633 -0.971 -0.218
N -0.19284 -0.53378 0.01896 3.339 0.753 -0.937
O -1.69935 -0.14301 -3.13925 0.846 -0.008 0.632
O -1.37748 -2.23793 -0.97499 1.603 1.814 -0.915
O 0.03623 1.78932 0.53964 -0.186 0.474 0.518
O -0.29799 2.33620 -2.17962 -0.344 0.506 -0.436
H 0.47820 -1.62808 -1.80923 -0.563 0.652 0.767
H 2.50757 0.74952 3.04084 1.164 0.847 -0.624
H 1.18710 0.44309 4.10884 0.095 -0.348 -0.450
H 1.71293 -0.79783 2.94252 0.392 -1.011 0.278
H -0.88221 -0.81937 0.63349 -2.792 -0.566 1.441
H 0.65289 -0.80799 0.65062 -0.845 0.841 -1.840
H -1.18032 -2.88909 -1.64525 -0.542 -0.961 -0.212
H 0.79630 0.55364 2.38125 0.856 0.462 0.475
H -1.13723 2.83653 -2.30815 0.269 -0.607 0.250
```
Forces are in eV/Å.

Gap between HOMO and LUMO: 0.4228 Eh
Energy: -567.93702 Eh
Lowest unoccupied orbital energy: -4.1076 eV
HOMO: -15.61 eV
Multiplicity: 1
Net charge: +1

These are the natural (NBO) partial charges, in e, on atoms 1 to 8:
1. C 0.6170
2. C 0.1436
3. C 0.7831
4. C -0.8510
5. N -0.1900
6. N -0.6092
7. O -0.4178
8. O -0.6603

***

Look up the energy of the fifth one. -417.65982 Eh

***

Look up the multiplicity of the third one. 1